A 2-piece molecular cluster, C3H4OS2 overall at a distorted geometry. Source: the Open Molecules 2025 dataset; level of theory: ωB97M-V/def2-TZVPD.

The geometry in XYZ format:
```
10
Properties=species:S:1:pos:R:3:forces:R:3
C 0.501523 0.870947 0.837864 0.9 0.2 -0.6
C 1.014426 0.227295 -0.147598 -0.4 -0.9 -1.1
C 1.425905 -0.501801 -1.125603 1.2 -1.3 -1.3
O -3.045763 -0.204237 1.548376 -1.6 -0.4 2.3
S -1.929863 -1.043589 -0.976762 0.2 -1.6 -2.1
S -2.182275 0.151772 0.453027 0.6 1.8 -0.4
H 0.458470 1.903777 0.845044 -0.4 2.0 -0.2
H 2.491808 -0.622716 -1.236371 0.5 0.1 0.3
H 0.990259 -1.170377 -1.910364 -0.7 1.2 1.0
H 0.275509 0.388927 1.712391 -0.4 -1.2 2.2
```
Forces are in eV/Å.

## Properties
total energy	-988.13071	Ha
net charge	0
spin multiplicity	3
⟨S²⟩	2.013
HOMO-LUMO gap (spin up / spin down)	8.606 / 6.105	eV
HOMO level (spin up / spin down)	-7.9 / -9.7	eV
relative energy (zero: lowest compared OMol25 entry of this formula, charge and spin)	38.07	kcal per mole
LUMO level (spin up / spin down)	0.736 / -3.617	eV

***

A 2-piece molecular cluster, C3H4OS2 overall at a distorted geometry. Source: the Open Molecules 2025 dataset; level of theory: ωB97M-V/def2-TZVPD.

The geometry in XYZ format:
```
10
Properties=species:S:1:pos:R:3:forces:R:3
C -1.150386 -1.095169 -1.819485 -2.1 3.7 -1.3
C -0.292168 0.343789 1.160953 -0.2 0.0 0.3
C 0.771796 1.145959 0.483152 0.1 -0.1 -0.3
O -1.000118 -0.454114 0.608605 0.3 0.0 0.8
S 0.425168 -1.766780 -1.949274 -0.8 -2.8 0.5
S -1.397684 -2.757496 -1.592934 2.8 -1.0 -0.1
H -0.413235 0.542546 2.243125 -0.1 0.0 0.1
H 1.347549 0.506248 -0.184399 0.1 0.0 0.0
H 1.426693 1.642606 1.192453 0.0 0.0 0.1
H 0.282386 1.892412 -0.142195 0.0 0.1 0.0
```
Forces are in eV/Å.

## Properties
total energy	-988.09595	Ha
net charge	0
spin multiplicity	3
⟨S²⟩	2.007
HOMO-LUMO gap (spin up / spin down)	5.403 / 5.407	eV
HOMO level (spin up / spin down)	-6.4 / -8.2	eV
relative energy (zero: lowest compared OMol25 entry of this formula, charge and spin)	59.88	kcal per mole
LUMO level (spin up / spin down)	-0.959 / -2.796	eV

***

An isolated molecule of C3H4P2 at a distorted geometry. Source: the Open Molecules 2025 dataset; level of theory: ωB97M-V/def2-TZVPD.

The geometry in XYZ format:
```
9
Properties=species:S:1:pos:R:3:forces:R:3
C -1.518020 -0.370290 0.588335 -0.9 2.4 -0.2
C -0.937392 0.805898 0.391289 3.6 -1.7 -0.9
P 1.042636 1.002058 -0.026135 -0.6 0.0 -0.4
P 2.246989 -0.707580 0.563058 0.1 -0.5 -0.7
C 2.006295 -0.493658 -1.048086 -1.9 1.9 5.1
H -2.622758 -0.246630 0.580330 0.7 -1.4 0.5
H -0.849920 -1.195513 0.728838 -0.6 -0.9 -0.1
H -1.378394 1.758685 0.273737 -0.8 0.8 -0.1
H 2.010567 -0.552972 -2.051365 0.3 -0.6 -3.1
```
Forces are in eV/Å.

## Properties
total energy	-799.27678	Ha
SMILES	C=CP1#P=C1
net charge	0
HOMO-LUMO gap	8.244	eV
HOMO level	-8.4	eV
relative energy (zero: lowest compared OMol25 entry of this formula, charge and spin)	41.42	kcal per mole
LUMO level	-0.137	eV

***

A 2-piece molecular cluster, C3H4P2 overall at a distorted geometry. Source: the Open Molecules 2025 dataset; level of theory: ωB97M-V/def2-TZVPD.

The geometry in XYZ format:
```
9
Properties=species:S:1:pos:R:3:forces:R:3
C 0.661790 2.015491 0.282250 1.4 -2.7 -1.9
P 0.883703 0.366448 0.325745 0.1 2.2 -0.9
P 1.578852 1.849708 -1.398955 -1.3 -0.8 1.9
H 0.419745 2.866847 0.817078 -0.8 1.3 1.0
H 2.821667 2.144005 -0.822323 0.5 0.0 0.0
C -1.663373 -2.022674 0.709674 -0.6 -1.4 -2.9
C -1.644007 -2.657802 -0.331624 0.5 1.6 3.1
H -1.949932 -1.319118 1.397611 -0.3 1.1 1.5
H -1.108445 -3.242905 -0.979456 0.4 -1.2 -1.7
```
Forces are in eV/Å.

## Properties
total energy	-799.23628	Ha
SMILES	C1=P#[PH]1.C#C
net charge	0
HOMO-LUMO gap	8.779	eV
HOMO level	-8.9	eV
relative energy (zero: lowest compared OMol25 entry of this formula, charge and spin)	66.83	kcal per mole
LUMO level	-0.080	eV

***

An isolated molecule of C3H4P2 at a distorted geometry. Source: the Open Molecules 2025 dataset; level of theory: ωB97M-V/def2-TZVPD.

The geometry in XYZ format:
```
9
Properties=species:S:1:pos:R:3:forces:R:3
C -1.392735 1.053476 -0.143106 0.0 -1.2 0.2
C -0.015181 1.182750 -0.240808 1.2 0.8 0.1
C 0.433096 -0.211166 -0.268681 -1.0 0.6 0.0
P -2.967617 0.631415 0.018696 -0.1 0.6 -0.4
P 0.879862 2.615124 0.049113 -0.8 -0.3 -0.1
H 0.859268 -0.634032 0.625596 0.2 0.0 0.1
H 0.023798 -0.890194 -0.994686 0.0 -0.1 -0.2
H -2.855300 -0.718750 0.414588 0.2 -0.2 0.3
H 2.121980 1.967385 0.007061 0.4 -0.2 0.0
```
Forces are in eV/Å.

## Properties
total energy	-799.20786	Ha
net charge	0
HOMO-LUMO gap (spin up / spin down)	6.661 / 6.845	eV
HOMO level (spin up / spin down)	-7.8 / -8.0	eV
relative energy (zero: lowest compared OMol25 entry of this formula, charge and spin)	84.67	kcal per mole
LUMO level (spin up / spin down)	-1.142 / -1.175	eV

***

An isolated molecule of C3H4S at a distorted geometry. Source: the Open Molecules 2025 dataset; level of theory: ωB97M-V/def2-TZVPD.

The geometry in XYZ format:
```
8
Properties=species:S:1:pos:R:3:forces:R:3
C 0.457002 0.825572 0.394181 -1.4 1.1 0.1
C -2.539349 1.573043 0.351746 -0.8 0.7 0.2
C 1.107474 -0.440426 0.041972 2.4 0.7 -2.0
S -1.251429 0.631198 0.161174 1.9 0.3 0.2
H 1.118057 -0.606590 -1.067971 -0.4 0.0 0.5
H 0.543686 -1.234182 0.468940 0.5 -1.4 0.6
H 2.249951 -0.319823 0.182230 -1.9 -0.8 0.7
H -1.685391 -0.428793 -0.532273 -0.2 -0.8 -0.4
```
Forces are in eV/Å.

## Properties
total energy	-514.53653	Ha
net charge	0
HOMO-LUMO gap (spin up / spin down)	7.805 / 6.479	eV
HOMO level (spin up / spin down)	-9.0 / -7.9	eV
relative energy (zero: lowest compared OMol25 entry of this formula, charge and spin)	192.02	kcal per mole
LUMO level (spin up / spin down)	-1.229 / -1.451	eV

***

An isolated molecule of C3H4S at a distorted geometry. Source: the Open Molecules 2025 dataset; level of theory: ωB97M-V/def2-TZVPD.

The geometry in XYZ format:
```
8
Properties=species:S:1:pos:R:3:forces:R:3
C 0.902032 -0.566242 -0.588577 -2.9 0.2 -0.6
C 0.089676 0.548708 -0.204980 -11.4 4.1 2.6
C -1.249650 1.017084 0.169808 11.1 -3.9 -3.1
S -1.949617 2.405724 0.747155 -3.3 -0.2 0.1
H 1.728042 -0.543874 -0.024487 3.1 -0.9 2.4
H 1.183502 -0.581815 -1.579228 0.8 0.5 -2.5
H 0.209056 -1.388826 -0.529077 0.2 -0.9 0.7
H -3.345685 1.876148 0.600953 2.5 1.2 0.3
```
Forces are in eV/Å.

## Properties
total energy	-514.71604	Ha
SMILES	CC#CS
net charge	0
HOMO-LUMO gap	7.919	eV
HOMO level	-7.9	eV
relative energy (zero: lowest compared OMol25 entry of this formula, charge and spin)	79.38	kcal per mole
LUMO level	0.019	eV

***

An isolated molecule of C3H4S at a distorted geometry. Source: the Open Molecules 2025 dataset; level of theory: ωB97M-V/def2-TZVPD.

The geometry in XYZ format:
```
8
Properties=species:S:1:pos:R:3:forces:R:3
S -0.925732 -2.180761 0.903283 -0.3 -0.6 0.5
C -0.281361 -0.823490 0.477913 0.8 1.7 -2.9
C 0.363915 0.452813 0.580458 -1.9 3.0 1.7
C -0.093439 0.211985 -0.793184 1.2 -3.0 -0.6
H -0.102473 1.378311 1.110590 1.2 -1.9 -0.3
H 1.397925 0.392460 0.464949 1.8 0.1 1.0
H 0.676750 0.101994 -1.614055 -1.0 -0.2 1.2
H -1.035585 0.466687 -1.129954 -1.8 0.9 -0.5
```
Forces are in eV/Å.

## Properties
total energy	-514.78789	Ha
SMILES	S=C1CC1
net charge	0
HOMO-LUMO gap	7.993	eV
HOMO level	-8.1	eV
relative energy (zero: lowest compared OMol25 entry of this formula, charge and spin)	34.29	kcal per mole
LUMO level	-0.087	eV

***

An isolated molecule of C3H4S at a distorted geometry. Source: the Open Molecules 2025 dataset; level of theory: ωB97M-V/def2-TZVPD.

The geometry in XYZ format:
```
8
Properties=species:S:1:pos:R:3:forces:R:3
C 0.377161 -0.371600 -0.841454 1.9 1.2 -3.8
C -0.079520 0.818134 -0.075679 0.5 -4.8 0.8
C 0.016583 0.035220 1.192094 -2.9 3.7 1.9
S -1.660835 0.336213 0.717366 0.5 0.6 0.6
H -0.383755 -1.076802 -0.845781 -0.8 -1.6 -0.4
H 1.356952 -0.609026 -1.326109 -1.0 0.8 0.7
H 0.129310 1.823287 -0.207445 0.7 1.6 0.0
H 0.244105 -0.955426 1.387008 1.1 -1.5 0.2
```
Forces are in eV/Å.

## Properties
total energy	-514.67432	Ha
net charge	0
spin multiplicity	3
⟨S²⟩	2.010
HOMO-LUMO gap (spin up / spin down)	7.606 / 8.415	eV
HOMO level (spin up / spin down)	-6.7 / -9.6	eV
relative energy (zero: lowest compared OMol25 entry of this formula, charge and spin)	31.47	kcal per mole
LUMO level (spin up / spin down)	0.946 / -1.157	eV

***

An isolated molecule of C3H4S2 at a distorted geometry. Source: the Open Molecules 2025 dataset; level of theory: ωB97M-V/def2-TZVPD.

The geometry in XYZ format:
```
9
Properties=species:S:1:pos:R:3:forces:R:3
C -1.762928 -0.103183 0.158105 0.3 0.6 0.7
C 1.113230 0.242869 -0.226301 0.7 2.4 0.3
C -1.075723 -1.298343 0.041848 2.7 2.7 0.4
S -3.374768 -0.017116 -0.056801 -1.0 0.2 -0.2
S 0.660823 -1.324809 0.068086 -1.8 0.5 -0.4
H -1.246609 0.780243 0.524816 0.1 0.0 -0.1
H 0.555779 1.224529 -0.421196 0.1 -2.2 0.0
H 2.130257 0.557843 0.057097 -0.3 -0.9 -0.1
H -1.735486 -2.029346 -0.191396 -0.9 -3.2 -0.7
```
Forces are in eV/Å.

## Properties
total energy	-912.96100	Ha
net charge	0
HOMO-LUMO gap (spin up / spin down)	7.496 / 6.488	eV
HOMO level (spin up / spin down)	-8.4 / -8.1	eV
relative energy (zero: lowest compared OMol25 entry of this formula, charge and spin)	62.43	kcal per mole
LUMO level (spin up / spin down)	-0.867 / -1.616	eV

***

C3H4S2 as an isolated structure at a distorted geometry. Source: the Open Molecules 2025 dataset; level of theory: ωB97M-V/def2-TZVPD.

The geometry in XYZ format:
```
9
Properties=species:S:1:pos:R:3:forces:R:3
C 1.217410 -0.038458 0.400372 3.6 1.5 2.2
C -1.194406 -0.258733 0.068862 -1.8 -1.2 -1.4
C 0.098208 0.166899 -0.440259 -0.9 0.2 -6.0
S 2.796582 0.109532 -0.094840 -1.7 -0.6 0.5
S -1.067878 1.524062 -0.052452 0.1 -0.3 0.9
H 1.050060 -0.018437 1.558024 -0.1 -0.4 -2.2
H -1.933765 -0.786939 -0.554945 0.5 0.8 -0.5
H -1.198629 -0.876012 0.923062 0.3 0.3 1.8
H 0.232416 0.178083 -1.807827 0.0 -0.4 4.7
```
Forces are in eV/Å.

## Properties
total energy	-912.98271	Ha
net charge	0
HOMO-LUMO gap	8.053	eV
HOMO level	-8.9	eV
relative energy (zero: lowest compared OMol25 entry of this formula, charge and spin)	48.80	kcal per mole
LUMO level	-0.888	eV

***

A 2-piece molecular cluster, C3H4S2 overall at a distorted geometry. Source: the Open Molecules 2025 dataset; level of theory: ωB97M-V/def2-TZVPD.

The geometry in XYZ format:
```
9
Properties=species:S:1:pos:R:3:forces:R:3
C 1.371530 0.408100 -0.006187 4.1 -1.7 -1.4
C 0.795703 -0.660463 -0.449385 -4.9 2.8 1.8
C -1.362373 -0.324237 -0.077522 3.1 -3.3 -2.7
S -1.627730 0.173234 1.517735 -0.3 -0.3 2.9
S -1.648451 1.356384 -0.101915 -0.5 2.0 -1.3
H 2.502322 0.536996 -0.113920 -1.4 -0.4 0.2
H 0.953233 1.182953 0.497145 -1.8 2.3 1.1
H 1.069607 -1.607186 -0.685269 0.8 -2.4 -1.2
H -2.053841 -1.065781 -0.580683 1.0 1.0 0.6
```
Forces are in eV/Å.

## Properties
total energy	-912.92096	Ha
net charge	0
HOMO-LUMO gap	8.542	eV
HOMO level	-8.2	eV
relative energy (zero: lowest compared OMol25 entry of this formula, charge and spin)	87.55	kcal per mole
LUMO level	0.339	eV

***

Question: Among the records above, which one has the lowest relative energy (zero: lowest compared OMol25 entry of this formula, charge and spin)?
Answer: number 9

***

Copy entry 8 word for word.
An isolated molecule of C3H4S at a distorted geometry. Source: the Open Molecules 2025 dataset; level of theory: ωB97M-V/def2-TZVPD.

The geometry in XYZ format:
```
8
Properties=species:S:1:pos:R:3:forces:R:3
S -0.925732 -2.180761 0.903283 -0.3 -0.6 0.5
C -0.281361 -0.823490 0.477913 0.8 1.7 -2.9
C 0.363915 0.452813 0.580458 -1.9 3.0 1.7
C -0.093439 0.211985 -0.793184 1.2 -3.0 -0.6
H -0.102473 1.378311 1.110590 1.2 -1.9 -0.3
H 1.397925 0.392460 0.464949 1.8 0.1 1.0
H 0.676750 0.101994 -1.614055 -1.0 -0.2 1.2
H -1.035585 0.466687 -1.129954 -1.8 0.9 -0.5
```
Forces are in eV/Å.

## Properties
total energy	-514.78789	Ha
SMILES	S=C1CC1
net charge	0
HOMO-LUMO gap	7.993	eV
HOMO level	-8.1	eV
relative energy (zero: lowest compared OMol25 entry of this formula, charge and spin)	34.29	kcal per mole
LUMO level	-0.087	eV

***

Question: Look up the relative energy (zero: lowest compared OMol25 entry of this formula, charge and spin) of the second one.
Answer: 59.88 kcal per mole

***

Question: Among the records above, which one has the lowest total energy?
Answer: number 1